Computed, not measured: a structure of composition C31H47ClLuO2P2 at a distorted geometry, with wB97M-V/def2-TZVPD.

Results
- energy above the lowest of the compared OMol25 structures with the same formula, charge and spin (kcal/mol) = 188.2
- lowest unoccupied orbital energy (alpha / beta) (eV) = -4.9 / -4.9
- charge = +1

Last column: Mulliken charge in e.
Element x y z (Å)
Lu1 -0.58768 1.72227 -3.07311  0.185
C1 -0.80377 -1.99565 0.67284  0.506
C2 0.50761 -1.93508 0.12917  0.761
C3 0.42285 -0.53795 1.94875  0.969
C4 -0.87388 -1.08081 1.75362  0.720
C5 1.26990 -1.04534 0.92996  0.279
C6 -1.87425 -2.93477 0.28866  -1.591
H1 -1.66862 -3.40744 -0.67932  0.333
H2 -2.84731 -2.42933 0.23344  0.336
H3 -1.97928 -3.74314 1.03220  0.337
C7 -2.05893 -0.78752 2.58263  -1.513
H4 -2.96456 -1.20307 2.12650  0.373
H5 -2.20383 0.29661 2.68773  0.213
H6 -1.96085 -1.21224 3.59451  0.313
C8 0.85210 0.31126 3.07170  -1.591
H7 1.40885 -0.27699 3.81894  0.339
H8 -0.01024 0.75866 3.57941  0.375
H9 1.51127 1.12194 2.73603  0.331
C9 2.71320 -0.77632 0.81572  -1.571
H10 3.27396 -1.33105 1.58725  0.306
H11 2.93317 0.29124 0.95540  0.276
H12 3.10993 -1.07203 -0.16339  0.364
C10 1.02713 -2.74462 -0.99436  -1.792
H13 1.56933 -3.63330 -0.62978  0.371
H14 1.72726 -2.16761 -1.61315  0.343
H15 0.21196 -3.09587 -1.64097  0.403
C11 -1.75828 1.67612 -4.95344  -0.366
C12 -2.40847 0.33859 -4.75824  -0.524
C13 -1.59579 -0.91029 -5.22035  -1.172
C14 -0.07249 -0.95792 -4.96180  -1.086
C15 0.53532 0.00863 -3.95790  0.610
C16 1.14055 1.20723 -4.35661  -0.224
C17 0.75439 1.92881 -5.63329  -0.733
C18 -0.74235 1.79111 -6.07778  -1.355
H16 -1.74086 -0.97046 -6.31562  0.548
H17 0.43991 -0.86914 -5.93094  0.376
H18 -2.04883 -1.82856 -4.81638  0.449
H19 -0.81714 0.95242 -6.80016  0.308
H20 -2.49394 2.49806 -4.92766  0.822
H21 -3.31946 0.32085 -5.40465  0.587
H22 -1.00269 2.70168 -6.65342  0.411
H23 1.00732 2.99807 -5.53988  0.254
H24 2.05654 1.53010 -3.83367  0.408
H25 1.38189 1.59077 -6.47295  0.606
H26 0.16846 -1.97907 -4.61442  0.486
H27 0.86176 -0.46834 -3.01149  0.110
P1 -3.50543 0.25068 -3.16538  0.720
P2 4.22239 1.11590 -1.82713  0.234
C19 -0.73682 4.14178 -3.05415  -0.684
C20 0.57850 3.81370 -2.83371  -0.367
H28 -1.41694 4.35747 -2.22254  0.301
H29 -1.09728 4.48441 -4.02810  0.325
H30 1.35261 3.93304 -3.59403  0.422
H31 0.98935 3.77432 -1.81415  0.146
C21 4.20718 2.84659 -1.23998  -0.613
H32 4.86089 2.94366 -0.35818  0.372
H33 3.16600 3.06680 -0.94553  -0.214
H34 4.53325 3.55642 -2.01582  0.413
C22 5.29848 1.42944 -3.27228  -0.968
H35 5.41536 2.50376 -3.48767  0.304
H36 4.78217 0.93290 -4.11238  0.271
H37 6.29421 0.96314 -3.14244  0.366
C23 -5.23153 0.14416 -3.72734  -1.194
H38 -5.52749 -0.89429 -3.94104  0.363
H39 -5.36701 0.77711 -4.61420  0.404
H40 -5.85473 0.54770 -2.91072  0.373
C24 -3.15237 -1.41670 -2.55396  -0.971
H41 -3.46447 -1.47282 -1.49833  0.259
H42 -2.07764 -1.65058 -2.60017  0.046
H43 -3.70120 -2.16925 -3.14137  0.543
Cl1 -1.62595 4.91192 4.47143  -0.193
C25 -1.36262 3.96994 3.06795  0.311
C26 -2.44498 3.31954 2.45676  -0.556
C27 -2.21923 2.52407 1.33106  -0.689
C28 -0.91257 2.40395 0.83293  0.778
C29 0.15795 3.08553 1.41070  -0.056
C30 -0.06040 3.87565 2.54566  -0.929
C31 -0.69771 1.72823 -0.45554  0.809
O1 -1.73627 1.45105 -1.17526  -1.000
O2 0.47468 1.53121 -0.96222  -0.974
H44 -3.44888 3.44323 2.86144  0.449
H45 -3.03838 2.03223 0.80562  0.427
H46 1.14164 3.00828 0.94573  0.423
H47 0.75497 4.40919 3.01510  0.458

Force components x, y, z for each atom (eV/Å):
-4.64 -0.32 5.09
1.64 -0.39 -1.39
-0.73 0.25 0.47
-2.91 -0.50 0.26
2.41 1.77 1.45
-0.40 -1.11 -0.93
-0.37 -0.31 -0.22
-0.12 0.08 0.22
0.17 -0.19 0.06
0.05 0.23 -0.15
-0.49 0.01 0.36
0.08 0.09 0.18
-0.01 -0.24 0.08
-0.13 0.13 -0.23
0.16 0.39 0.48
-0.09 0.18 -0.12
0.19 -0.02 -0.05
-0.07 -0.09 0.15
0.48 0.04 -0.20
-0.13 0.17 -0.15
-0.02 -0.19 0.04
-0.09 0.04 0.31
0.26 -0.47 -0.33
-0.10 0.17 -0.28
-0.04 -0.14 0.03
0.21 0.01 0.06
0.46 0.89 -0.43
-2.16 -1.30 -0.76
-0.85 -0.01 -0.37
-0.49 -0.16 0.03
3.81 -0.92 -2.50
1.60 -3.41 -1.81
0.13 0.27 0.06
-0.69 0.27 -0.86
0.12 -0.10 0.52
0.01 0.31 0.41
0.04 0.43 -0.14
0.04 0.44 0.38
0.13 -0.43 -0.30
0.64 -0.15 -0.20
0.42 -0.46 0.10
0.01 -0.29 0.10
-0.76 0.28 0.53
0.01 -0.13 0.32
0.00 0.53 0.10
-0.12 0.58 -0.15
1.28 1.00 0.17
0.10 0.22 -0.22
1.84 1.99 0.13
-0.62 3.06 0.41
0.13 -0.62 -0.09
0.18 -0.47 0.14
-0.45 -0.40 -0.18
-0.48 -0.45 -0.39
-0.48 0.32 0.47
-0.27 0.15 -0.20
0.43 0.17 0.18
-0.16 -0.22 0.39
0.19 -0.42 -0.55
0.03 -0.53 0.00
0.56 0.16 -0.02
-0.44 0.21 -0.20
-0.25 -0.25 -0.16
-0.05 0.36 -0.09
-0.10 -0.16 0.21
0.17 -0.22 -0.42
-0.18 -0.56 0.36
0.09 -0.09 -0.50
-0.29 0.14 0.14
0.22 0.05 0.24
-0.09 0.22 0.28
0.42 -0.49 -0.82
0.23 -0.21 -0.16
0.29 0.48 0.32
-0.02 0.23 -0.10
-0.30 0.33 0.54
-0.49 -0.42 -0.36
0.45 -0.65 -0.87
1.26 0.29 0.23
-1.10 0.50 0.44
0.29 -0.04 -0.07
0.24 0.12 0.23
-0.23 -0.01 0.25
-0.07 0.00 0.03